{
  "formula": "C49H53Ge2N2O6P2Ti",
  "method": "the ωB97M-V functional and the def2-TZVPD basis",
  "species": ["Ti", "C", "C", "P", "C", "C", "C", "C", "C", "C", "C", "C", "C", "C", "C", "C", "P", "C", "C", "C", "C", "C", "C", "C", "C", "C", "C", "C", "C", "H", "H", "H", "H", "H", "H", "H", "H", "H", "H", "H", "H", "H", "H", "H", "H", "H", "H", "H", "H", "H", "H", "H", "H", "C", "C", "Ge", "C", "C", "C", "C", "Ge", "C", "C", "C", "C", "C", "C", "C", "C", "C", "C", "H", "H", "H", "H", "H", "H", "H", "H", "H", "H", "H", "H", "H", "H", "H", "H", "H", "H", "H", "H", "H", "H", "H", "H", "H", "H", "O", "C", "O", "C", "C", "C", "C", "C", "C", "N", "O", "O", "N", "O", "O", "H", "H", "H"],
  "coordinates": [[-0.09641, -0.29872, 0.27171], [-0.61178, -3.81920, -0.61526], [-0.88415, -3.16569, -1.96670], [-1.37411, -1.41287, -1.78849], [-1.59669, -0.81230, -3.48713], [-0.66134, -1.17063, -4.45950], [-0.76902, -0.68388, -5.75285], [-1.81184, 0.16838, -6.08720], [-2.74565, 0.52722, -5.12631], [-2.63974, 0.03980, -3.83217], [-3.05863, -1.45301, -1.08980], [-3.82715, -2.61186, -1.02681], [-5.10849, -2.57773, -0.49550], [-5.64458, -1.38078, -0.04409], [-4.89775, -0.21337, -0.12672], [-3.61288, -0.25523, -0.64140], [0.59863, -2.85840, 0.40102], [2.17017, -3.13767, -0.46306], [2.37646, -2.42202, -1.64257], [3.54183, -2.56905, -2.37591], [4.53792, -3.42408, -1.92233], [4.35979, -4.11668, -0.73452], [3.18315, -3.97749, -0.01000], [0.61508, -3.78660, 1.94908], [0.33816, -3.14316, 3.15054], [0.29140, -3.86140, 4.33727], [0.51467, -5.22865, 4.33111], [0.77810, -5.88538, 3.13463], [0.82228, -5.16936, 1.95172], [-0.22311, -4.83062, -0.75682], [-1.52177, -3.89511, -0.01300], [-1.64663, -3.69277, -2.54585], [0.02966, -3.19232, -2.56504], [0.16683, -1.82697, -4.22066], [-0.03992, -0.97213, -6.49721], [-1.90001, 0.54673, -7.09608], [-3.56379, 1.18552, -5.38249], [-3.38733, 0.32406, -3.09955], [-3.43815, -3.55393, -1.38954], [-5.69047, -3.48691, -0.44383], [-6.64652, -1.35754, 0.36090], [-5.31708, 0.72725, 0.20409], [-3.04124, 0.66700, -0.71381], [1.64105, -1.70359, -1.99352], [3.68079, -2.00077, -3.28586], [5.45436, -3.53733, -2.48377], [5.14064, -4.76598, -0.36471], [3.07682, -4.50961, 0.92491], [0.14532, -2.07851, 3.16292], [0.07615, -3.35018, 5.26485], [0.47865, -5.78602, 5.25650], [0.94437, -6.95328, 3.12641], [1.01837, -5.69691, 1.02610], [5.20717, 0.31731, 0.98379], [3.96834, -0.56815, 0.83306], [2.29154, 0.38744, 1.15979], [1.85001, 0.15961, 3.07383], [2.79765, 1.00366, 3.92783], [2.66289, 2.26331, 0.83080], [2.13661, 2.85995, -0.23866], [0.97490, 1.68420, -1.25684], [-0.82312, 2.38608, -1.64096], [-0.89208, 3.83822, -2.12311], [1.75761, 0.89381, -2.86288], [1.77849, 1.75334, -4.12873], [2.47518, 4.27114, -0.60485], [2.87630, 5.18121, 0.37695], [3.22221, 6.48037, 0.05037], [3.17786, 6.90443, -1.27201], [2.77435, 6.01739, -2.25630], [2.42104, 4.71823, -1.91761], [6.12086, -0.25684, 0.82431], [5.28666, 0.77496, 1.96847], [5.20557, 1.13034, 0.25735], [4.00474, -1.41328, 1.52627], [3.95630, -0.99640, -0.16876], [1.95836, -0.90109, 3.31097], [0.81612, 0.43542, 3.29135], [3.84155, 0.72977, 3.77901], [2.58515, 0.87328, 4.99053], [2.70472, 2.06651, 3.70738], [3.39339, 2.80448, 1.42818], [-1.42665, 2.28893, -0.73606], [-1.25606, 1.71498, -2.38655], [-0.40731, 4.53023, -1.43749], [-1.93584, 4.14396, -2.21812], [-0.42565, 3.97112, -3.09880], [1.15563, 0.00679, -3.07498], [2.75908, 0.53662, -2.60790], [0.79573, 2.17094, -4.35320], [2.07422, 1.15705, -4.99419], [2.48642, 2.57754, -4.06050], [2.89438, 4.87655, 1.41407], [3.52065, 7.16773, 0.83025], [3.44715, 7.91933, -1.52950], [2.72806, 6.33283, -3.28954], [2.10286, 4.04913, -2.70722], [-1.52001, -0.86098, 1.74317], [-1.67925, 0.36846, 1.94773], [-0.90292, 1.19725, 1.36747], [-2.79074, 0.86251, 2.81703], [-3.07002, 2.22155, 2.86414], [-4.13681, 2.62216, 3.64619], [-4.91673, 1.74273, 4.36992], [-4.59239, 0.40204, 4.27895], [-3.54445, -0.07170, 3.51766], [-5.42535, -0.58178, 5.03125], [-6.35719, -0.14076, 5.66063], [-5.07792, -1.74041, 4.97819], [-4.46513, 4.07571, 3.70770], [-3.93493, 4.78577, 2.88270], [-5.29289, 4.41412, 4.51980], [-2.48300, 2.94565, 2.31790], [-5.74116, 2.08446, 4.97793], [-3.33659, -1.12947, 3.45818]],
  "forces_ev_per_a": [[0.155, -0.860, -0.345], [0.016, -0.115, 0.076], [0.035, -0.073, -0.153], [-0.184, 0.325, 0.423], [0.167, -0.203, -0.108], [0.014, 0.053, -0.044], [-0.042, 0.034, 0.031], [-0.007, -0.003, 0.006], [0.057, -0.014, -0.015], [-0.168, 0.059, 0.015], [-0.052, -0.098, -0.208], [0.039, -0.027, 0.038], [0.028, 0.054, 0.001], [0.004, -0.005, -0.011], [-0.027, -0.068, 0.007], [0.120, 0.159, 0.060], [-0.079, 0.216, -0.102], [0.095, -0.134, -0.014], [-0.034, 0.079, -0.135], [0.046, -0.054, 0.034], [-0.042, 0.018, 0.005], [-0.050, 0.051, -0.018], [0.047, -0.011, 0.056], [0.019, -0.190, 0.015], [0.002, 0.118, 0.025], [0.030, -0.023, -0.021], [0.007, 0.012, -0.027], [-0.018, 0.065, 0.055], [-0.021, -0.040, -0.050], [-0.063, 0.021, -0.014], [0.042, 0.046, -0.010], [0.045, -0.060, 0.075], [-0.084, 0.024, -0.013], [-0.014, -0.032, 0.011], [0.016, -0.010, -0.026], [0.001, 0.012, -0.022], [-0.026, 0.018, -0.015], [0.073, -0.048, -0.071], [-0.004, -0.011, 0.005], [-0.024, -0.029, 0.004], [-0.032, 0.008, 0.019], [-0.005, 0.033, 0.015], [0.011, -0.032, 0.049], [-0.030, -0.041, 0.087], [0.003, 0.014, -0.028], [0.032, 0.001, -0.024], [0.024, -0.027, 0.018], [-0.029, -0.017, 0.014], [-0.025, -0.052, -0.030], [-0.009, 0.016, 0.037], [-0.006, -0.024, 0.028], [0.004, -0.032, -0.009], [0.008, 0.010, -0.014], [0.042, 0.049, -0.028], [0.230, -0.256, -0.057], [0.226, 0.640, -0.479], [-0.218, -0.155, 0.151], [0.040, 0.036, 0.102], [0.260, 0.042, 0.155], [0.253, 0.704, -0.080], [0.306, -0.093, 0.127], [-0.289, -0.013, 0.036], [-0.021, 0.019, -0.079], [0.137, -0.128, -0.329], [0.038, -0.002, -0.054], [-0.086, -0.245, 0.235], [-0.059, 0.022, 0.031], [-0.006, -0.006, -0.055], [0.001, -0.017, -0.004], [-0.016, -0.023, 0.058], [-0.023, 0.017, -0.231], [-0.005, -0.056, -0.015], [-0.046, 0.004, 0.092], [-0.035, 0.016, -0.038], [0.022, -0.003, 0.002], [-0.008, -0.012, 0.006], [0.053, 0.054, 0.024], [0.005, 0.011, -0.035], [0.037, -0.053, -0.055], [-0.031, -0.023, 0.003], [-0.043, 0.022, -0.029], [0.030, 0.011, 0.056], [0.051, 0.018, 0.023], [-0.010, 0.055, -0.043], [0.025, -0.014, 0.084], [0.001, 0.018, -0.015], [0.046, -0.029, -0.029], [0.013, 0.021, 0.036], [0.014, 0.045, -0.015], [-0.053, 0.007, 0.023], [0.000, -0.025, -0.002], [0.024, 0.001, 0.039], [-0.008, -0.015, 0.043], [0.006, 0.013, 0.016], [0.007, 0.023, -0.001], [0.004, 0.016, -0.031], [-0.022, -0.047, 0.045], [-0.197, -0.164, 0.127], [-0.673, 0.354, 0.511], [-0.331, 0.220, 0.194], [0.499, -0.287, -0.377], [-0.186, -0.116, 0.202], [0.111, 0.358, 0.083], [0.084, -0.044, -0.023], [-0.236, -0.257, 0.106], [-0.167, 0.278, 0.009], [0.415, 0.324, 0.022], [-0.132, -0.064, -0.022], [-0.108, -0.093, -0.045], [-0.365, -0.486, -0.397], [0.178, 0.125, 0.131], [0.101, 0.123, 0.148], [0.010, -0.032, -0.020], [0.004, 0.004, -0.007], [0.039, -0.002, -0.010]],
  "total_charge": 1,
  "lumo_energy_ev": [-3.130, -3.670],
  "orbital_gap_ev": [7.24, 6.79],
  "homo_ha": [-0.3811, -0.3843],
  "e_tot_ev": -221653.3942,
  "spin_multiplicity": 3,
  "relative_energy_kcal_mol": 0.0
}

{
  "formula": "C49H54ClN4O6RuS4",
  "method": "the ωB97M-V functional and the def2-TZVPD basis",
  "species": ["Ru", "S", "S", "S", "S", "C", "O", "C", "C", "C", "C", "C", "C", "N", "C", "N", "C", "C", "C", "C", "C", "C", "O", "C", "N", "C", "C", "C", "C", "C", "C", "O", "C", "H", "H", "H", "H", "H", "H", "H", "H", "H", "H", "H", "H", "H", "H", "H", "H", "H", "H", "H", "H", "H", "H", "C", "C", "C", "C", "C", "C", "C", "C", "N", "C", "C", "C", "C", "C", "C", "C", "C", "C", "C", "H", "H", "H", "H", "H", "H", "H", "H", "H", "H", "H", "H", "H", "H", "H", "H", "H", "H", "H", "H", "H", "H", "H", "H", "C", "C", "C", "C", "Cl", "C", "C", "C", "O", "C", "C", "O", "O", "H", "H", "H", "H", "H", "H", "H", "H"],
  "coordinates": [[-0.42350, -0.27614, 1.04832], [0.18288, -1.14685, 3.13880], [-0.26444, 1.46401, 7.12707], [0.69773, -0.07037, 6.46286], [0.49628, 0.49109, 4.40408], [4.27886, -2.04395, -4.90801], [3.86706, -1.50181, -3.63459], [4.53072, -0.43626, -3.23330], [5.27330, 0.38219, -4.01760], [5.89722, 1.51697, -3.49157], [5.66125, 2.00336, -2.21597], [4.77332, 1.26964, -1.43481], [4.25303, 0.04751, -1.90672], [3.40609, -0.71989, -0.97328], [2.11066, -0.43734, -0.66706], [1.46461, 0.28120, -1.58634], [0.11268, 0.69340, -1.71449], [-0.88568, 0.46146, -0.86085], [-2.17657, 1.01977, -1.11400], [-2.38495, 1.80349, -2.15923], [-1.36475, 2.02680, -3.15822], [-0.07915, 1.58140, -2.85329], [1.02022, 1.95709, -3.55883], [0.91890, 2.85485, -4.68905], [1.61213, -0.81013, 0.48428], [2.53705, -1.30513, 1.50585], [2.61327, -2.70895, 1.70790], [3.22379, -3.14517, 2.87400], [4.13422, -2.32830, 3.53410], [4.39494, -1.10834, 3.09758], [3.38918, -0.46732, 2.26567], [3.19142, 0.86011, 2.17246], [4.01713, 1.78304, 2.98875], [4.27857, -1.21557, -5.64163], [3.56181, -2.80022, -5.23688], [5.37181, -2.30176, -4.81213], [5.32576, 0.15299, -5.09324], [6.50919, 2.08940, -4.20809], [6.24413, 2.80728, -1.68017], [4.40741, 1.66533, -0.48438], [3.89623, -1.04993, -0.18062], [1.92499, 0.40353, -2.47989], [-3.08713, 0.80913, -0.61400], [-3.37934, 2.32269, -2.27313], [-1.64385, 2.50367, -4.06189], [1.79508, 3.45112, -4.73998], [0.02032, 3.49496, -4.44529], [0.71003, 2.35812, -5.63320], [1.94208, -3.32007, 1.16000], [3.01836, -4.14214, 3.25770], [4.64390, -2.75791, 4.42179], [5.29843, -0.57366, 3.37165], [5.08820, 1.76999, 2.74935], [3.89227, 1.59921, 4.11596], [3.66656, 2.77581, 2.69628], [1.07186, -6.22812, -0.27741], [0.38664, -4.96899, -0.80195], [0.52426, -4.59807, -2.16266], [0.07955, -3.35064, -2.56742], [0.34536, -2.90739, -3.94945], [-0.60386, -2.48561, -1.68701], [-0.70767, -2.76019, -0.32833], [-0.22394, -4.04296, 0.06998], [-1.35680, -1.88153, 0.52833], [-2.83109, -2.22636, 0.94232], [-3.58658, -2.27489, -0.37200], [-4.99950, -2.69959, -0.16139], [-5.67112, -1.58561, 0.68488], [-4.93804, -1.47973, 2.06056], [-4.97601, -2.79734, 2.77274], [-4.35186, -3.86860, 1.91773], [-5.15927, -4.03397, 0.59818], [-2.86344, -3.51187, 1.71896], [-3.44304, -1.11706, 1.76333], [1.43991, -6.77432, -1.19275], [0.33142, -6.71296, 0.32148], [1.86041, -5.87146, 0.35391], [0.77869, -5.32772, -2.92260], [0.13936, -1.82977, -4.19206], [-0.25581, -3.40925, -4.76344], [1.42536, -3.12899, -4.25097], [-1.13642, -1.66920, -2.15991], [-0.18360, -4.25859, 1.11559], [-3.13553, -3.07474, -1.00216], [-3.45929, -1.34364, -0.92003], [-5.46131, -2.77724, -1.14293], [-6.65282, -1.90785, 0.92293], [-5.50336, -0.65147, 0.18161], [-5.26120, -0.64965, 2.70726], [-6.03395, -3.05807, 2.94621], [-4.51400, -2.73905, 3.79391], [-4.45727, -4.82454, 2.42756], [-6.21090, -4.12082, 0.93119], [-4.83237, -4.97532, 0.15243], [-2.40912, -4.19622, 1.04274], [-2.40038, -3.35542, 2.69796], [-2.90281, -0.94256, 2.70748], [-3.36826, -0.22981, 1.12978], [-1.79730, 6.62986, 3.81104], [-1.67852, 6.90693, 2.34489], [-1.94141, 8.17627, 1.81271], [-2.13699, 8.32923, 0.44587], [-2.47079, 9.94518, -0.12272], [-1.98605, 7.27201, -0.43351], [-1.57702, 6.00679, 0.04694], [-1.41130, 5.84931, 1.42568], [-1.22644, 4.63825, 2.00862], [-0.16245, 3.76943, 1.62419], [-0.49294, 2.28936, 1.55079], [-1.56022, 1.73611, 1.90917], [0.49253, 1.62959, 1.08969], [-1.72602, 5.58339, 4.02486], [-2.84854, 7.03217, 4.00124], [-0.93775, 7.18969, 4.28072], [-2.14226, 9.00006, 2.57595], [-2.26474, 7.51991, -1.46522], [-1.50284, 5.09046, -0.49972], [0.58546, 3.86676, 2.38236], [0.32973, 4.15305, 0.72915]],
  "forces_ev_per_a": [[-0.992, 0.059, -1.374], [-0.031, -0.036, 2.196], [-0.176, 0.442, 0.982], [-0.230, 0.067, -1.620], [0.130, -0.755, 0.002], [0.939, 1.484, 0.224], [-0.501, -1.862, -1.024], [-1.206, 1.513, 2.757], [0.975, 0.589, -1.309], [0.454, 1.019, -0.998], [0.822, -0.114, 0.850], [-0.653, -1.015, -0.478], [-0.639, -0.018, 1.028], [1.320, 0.586, -2.055], [0.052, 0.044, 1.261], [-0.787, 0.165, -1.089], [1.149, 1.937, -1.948], [-1.526, -0.419, 1.988], [1.207, -0.987, 0.513], [-0.538, 1.970, -3.388], [-0.027, -0.591, 2.206], [-1.613, -0.202, 0.020], [1.275, -0.241, -1.051], [-2.717, -0.093, 1.705], [1.610, -0.105, 0.267], [0.368, -0.472, -1.334], [-0.046, 1.755, 1.487], [-0.174, -0.708, -0.477], [0.072, -3.567, 1.517], [-0.959, 4.066, -1.491], [0.736, -1.364, 0.085], [1.551, 1.398, 0.517], [-0.846, -0.893, 0.422], [-0.385, -0.601, 0.018], [0.492, -0.078, 0.454], [-1.172, -0.526, -0.238], [0.487, 0.381, 0.741], [-0.149, -0.250, 0.573], [-0.831, -0.594, -1.278], [0.262, -0.413, -0.071], [0.610, -0.475, 0.731], [0.362, -0.081, 0.319], [-0.145, -0.302, 1.450], [1.021, -0.802, -0.190], [0.074, 0.618, -0.580], [0.863, 0.293, 0.065], [1.115, -0.186, -0.583], [0.116, -0.370, 0.016], [-0.394, -0.477, -0.506], [0.165, 0.081, -0.173], [-0.008, 0.369, -0.831], [-0.406, 0.289, 0.504], [-0.176, -0.484, -0.139], [-0.065, 0.142, -1.697], [-0.223, -0.240, 0.270], [-0.771, 1.175, -1.846], [0.066, 1.276, -0.662], [-0.818, -0.190, 1.210], [-0.604, 0.471, 0.721], [0.577, 0.362, -3.058], [0.463, -0.735, -1.008], [-0.322, -1.729, -0.759], [0.842, 0.324, -0.627], [-1.966, -0.798, 1.472], [2.287, 1.166, -0.632], [1.094, -2.177, -0.530], [-1.194, 0.215, 0.156], [1.556, -0.967, 1.143], [1.631, 1.056, -0.885], [-0.918, -0.132, 1.325], [0.063, -0.790, 0.106], [0.604, 1.050, 1.354], [-1.618, 0.323, -0.486], [-0.114, 0.135, 0.107], [-0.292, 0.075, 1.399], [-0.145, -1.052, 0.307], [0.775, -0.253, 0.308], [0.657, 0.012, 0.084], [0.351, -0.759, 0.786], [0.346, -0.009, 0.958], [-1.290, 0.431, 0.511], [0.354, 0.346, 0.402], [-0.219, -0.137, 0.657], [0.085, 0.488, 0.185], [-0.219, 0.117, 0.082], [-0.415, 0.116, -0.142], [-1.482, 0.405, -0.279], [-0.753, 0.567, -0.342], [-0.581, -0.306, -0.364], [0.115, -0.035, 0.102], [-0.127, -0.007, -0.863], [0.256, -0.182, 0.306], [0.274, -0.237, -0.461], [-0.046, 0.318, -0.629], [0.653, -1.211, 0.176], [0.378, -0.351, -0.296], [-0.017, -0.031, -0.339], [-0.167, 0.331, 0.481], [-0.259, 1.882, -0.358], [0.331, -0.397, -1.850], [-0.610, -0.056, 1.634], [0.671, 0.078, 0.712], [-0.173, -0.044, -0.262], [-0.024, -0.191, -0.396], [-0.403, 1.111, 0.941], [-0.540, 0.597, 0.607], [-0.219, -0.553, 0.033], [-0.404, 0.821, -0.152], [-0.753, -0.337, -0.090], [0.943, 1.327, -0.293], [0.109, 0.701, 0.556], [-0.036, -0.421, 0.175], [1.584, -0.475, 0.768], [-1.296, -0.455, 0.215], [0.308, -0.955, -1.427], [0.424, -0.646, 0.249], [-0.005, -0.081, -0.840], [0.643, -0.112, 0.755], [-0.252, -0.410, -0.356]],
  "total_charge": -1,
  "lumo_energy_ev": [1.969, 1.307],
  "orbital_gap_ev": [5.51, 4.89],
  "homo_ha": [-0.1301, -0.1316],
  "e_tot_ev": -128377.6476,
  "spin_multiplicity": 5,
  "relative_energy_kcal_mol": 0.0
}